A structure of composition C35H38Cl3NO2SeTcTe. Source: OMol25; level of theory: wB97M-V/def2-TZVPD.

Element x y z (Å)
Tc 0.569 0.047 0.170
Cl -5.356 -1.339 -3.500
C -4.010 -0.598 -2.705
C -3.159 -1.372 -1.943
C -2.086 -0.745 -1.342
Cl -0.978 -1.674 -0.333
C -1.796 0.611 -1.463
O -0.741 1.186 -0.892
C -2.723 1.360 -2.203
Cl -2.490 3.074 -2.306
C -3.803 0.770 -2.829
H -3.336 -2.433 -1.820
H -4.486 1.370 -3.415
C 0.400 -0.722 4.140
C 0.422 -0.372 2.695
O 1.280 -0.921 1.956
N -0.442 0.430 2.021
Te -1.243 2.231 1.832
C -2.635 2.773 3.355
C -3.232 1.935 4.294
C -2.904 0.473 4.439
C -4.196 2.478 5.138
C -4.594 3.802 5.048
C -5.649 4.368 5.962
C -4.021 4.595 4.056
C -3.053 4.109 3.190
C -2.515 5.029 2.114
C 0.426 3.357 2.462
C 1.102 4.062 1.455
C 0.689 4.106 0.000
C 2.242 4.770 1.821
C 2.701 4.806 3.127
C 3.926 5.595 3.502
C 1.988 4.108 4.100
C 0.848 3.378 3.802
C 0.124 2.700 4.941
H 0.820 -1.719 4.257
H -0.603 -0.686 4.547
H 1.035 -0.024 4.688
H -2.467 0.057 3.534
H -3.807 -0.095 4.662
H -2.213 0.312 5.269
H -4.656 1.833 5.880
H -5.886 3.680 6.773
H -6.569 4.566 5.407
H -5.320 5.313 6.395
H -4.351 5.623 3.942
H -3.032 5.986 2.151
H -2.679 4.630 1.107
H -1.451 5.236 2.241
H -0.352 3.842 -0.181
H 1.292 3.416 -0.594
H 0.843 5.108 -0.399
H 2.784 5.312 1.051
H 4.453 5.959 2.621
H 4.614 4.987 4.091
H 3.650 6.457 4.112
H 2.329 4.139 5.131
H 0.836 2.375 5.700
H -0.449 1.833 4.623
H -0.574 3.392 5.417
C 8.067 -0.882 -1.972
C 6.621 -0.500 -1.785
C 6.214 0.828 -1.831
C 4.882 1.197 -1.682
C 4.505 2.659 -1.727
C 3.941 0.185 -1.474
Se 2.103 0.735 -1.427
C 4.314 -1.161 -1.394
C 3.337 -2.286 -1.164
C 5.658 -1.473 -1.560
H 8.697 -0.002 -2.097
H 8.187 -1.513 -2.855
H 8.436 -1.448 -1.114
H 6.955 1.605 -1.991
H 5.373 3.266 -1.982
H 4.128 2.994 -0.756
H 3.726 2.850 -2.466
H 2.444 -1.953 -0.641
H 3.802 -3.074 -0.572
H 3.025 -2.726 -2.115
H 5.959 -2.516 -1.508

Properties
E	-154895.727	eV
Kohn-Sham gap (spin up / spin down)	6.72 / 6.99	eV
lowest unoccupied orbital energy (spin up / spin down)	-0.1296 / -0.1276	hartree
highest occupied orbital energy (spin up / spin down)	-10.25 / -10.46	eV
⟨S²⟩	2.03
charge	+1
spin multiplicity	3

---

A structure of composition C35H38ClCsN5O6SSbTe. Source: OMol25; level of theory: wB97M-V/def2-TZVPD.

Element x y z (Å)
Cs -1.364 -0.336 0.273
C 3.345 -0.191 -3.922
C 2.726 -1.033 -2.973
N 2.982 -0.991 -1.693
C 3.867 -0.075 -1.222
C 4.565 0.793 -2.094
C 4.273 0.705 -3.475
C 5.486 1.748 -1.584
C 5.645 1.830 -0.226
C 4.956 0.994 0.664
C 4.052 0.014 0.230
N 3.267 -0.767 0.983
C 3.538 -1.095 2.244
C 4.755 -0.994 2.940
C 4.902 -1.443 4.260
C 3.879 -2.012 4.973
C 2.630 -2.191 4.316
C 1.539 -2.842 4.938
C 0.381 -3.058 4.248
C 0.321 -2.600 2.915
N 1.296 -1.973 2.312
C 2.453 -1.753 2.985
H 3.071 -0.257 -4.968
H 1.971 -1.746 -3.296
H 4.780 1.377 -4.160
H 6.013 2.404 -2.267
H 6.316 2.575 0.192
H 5.092 1.147 1.729
H 5.623 -0.583 2.437
H 5.878 -1.328 4.725
H 4.000 -2.343 5.998
H 1.646 -3.178 5.965
H -0.470 -3.561 4.688
H -0.563 -2.798 2.312
C -4.804 5.185 -2.067
C -4.554 4.182 -0.974
C -4.077 4.592 0.270
C -3.771 3.672 1.254
C -3.956 2.316 1.005
C -4.454 1.885 -0.212
C -4.743 2.824 -1.195
S -3.392 1.214 2.269
O -1.929 1.283 2.175
O -3.923 1.704 3.530
N -3.929 -0.151 1.751
C -3.678 -1.316 2.440
C -3.394 -1.372 3.824
C -3.210 -2.597 4.422
C -3.297 -3.759 3.659
C -3.552 -3.606 2.308
N -3.730 -2.436 1.698
H -5.078 6.160 -1.658
H -5.605 4.860 -2.732
H -3.909 5.327 -2.678
H -3.922 5.650 0.459
H -3.378 3.995 2.210
H -4.595 0.827 -0.382
H -5.102 2.478 -2.158
H -3.335 -0.460 4.400
H -2.988 -2.643 5.483
H -3.151 -4.745 4.080
H -3.604 -4.481 1.666
O -0.811 0.036 -4.113
Cl -1.631 -0.408 -3.017
O -2.645 -1.317 -3.486
O -2.255 0.743 -2.359
O -0.812 -1.075 -2.015
C -0.661 -6.410 -3.092
Te -1.420 -4.428 -2.935
C -0.269 -3.651 -4.538
H -1.024 -6.897 -3.996
H -1.005 -6.965 -2.219
H 0.427 -6.387 -3.086
H 0.787 -3.811 -4.326
H -0.470 -2.582 -4.602
H -0.553 -4.139 -5.468
C 0.462 3.158 -3.326
Sb 0.718 2.018 -1.521
C 2.304 3.281 -0.802
C -0.790 3.163 -0.496
H 0.452 4.219 -3.064
H -0.477 2.874 -3.800
H 1.281 2.957 -4.018
H 1.943 4.313 -0.796
H 3.179 3.197 -1.447
H 2.609 2.988 0.203
H -0.511 4.217 -0.561
H -0.858 2.870 0.551
H -1.763 3.011 -0.966

Properties
E	-94377.631	eV
Kohn-Sham gap	4.84	eV
lowest unoccupied orbital energy	0.1304	hartree
ΔE to the lowest compared entry with this formula, charge and spin	182.70	kJ/mol
highest occupied orbital energy	-1.29	eV
charge	-2

---

The ion C35H38F6N3O2 with charge +1. Source: OMol25; level of theory: wB97M-V/def2-TZVPD.

Element x y z (Å)
C -3.661 -2.061 4.878
O -2.569 -1.398 4.219
C -2.795 -0.893 2.911
C -1.595 -0.090 2.341
N -0.291 -0.897 2.292
C 0.377 -0.796 3.766
C 1.245 -2.005 4.087
O 0.987 -3.040 3.138
C 1.743 -4.213 3.446
C 0.474 -0.881 0.992
C 1.318 0.321 0.621
C 2.006 0.958 1.658
C 2.768 2.095 1.436
C 3.027 2.558 0.133
N 3.658 3.777 -0.010
C 4.253 4.199 -1.288
C 5.675 3.688 -1.310
F 6.380 3.981 -2.437
F 5.678 2.319 -1.144
F 6.358 4.211 -0.227
C 3.441 4.817 0.936
C 2.434 5.764 0.683
C 2.213 6.817 1.569
C 3.012 6.946 2.714
C 4.073 6.058 2.917
C 4.266 4.977 2.060
C 2.513 1.801 -0.947
C 1.684 0.706 -0.707
C -0.443 -1.355 -0.175
C -0.441 -2.728 -0.505
C -1.077 -3.241 -1.643
C -1.757 -2.378 -2.532
N -2.532 -2.804 -3.596
C -2.514 -4.193 -4.075
C -1.484 -4.227 -5.173
F -1.231 -5.444 -5.713
F -1.907 -3.390 -6.194
F -0.294 -3.702 -4.716
C -3.615 -2.023 -4.098
C -3.469 -1.099 -5.148
C -4.599 -0.494 -5.704
C -5.877 -0.763 -5.202
C -6.016 -1.679 -4.153
C -4.899 -2.313 -3.623
C -1.714 -1.001 -2.244
C -1.041 -0.500 -1.130
H -3.276 -2.333 5.865
H -4.556 -1.429 5.033
H -3.956 -2.982 4.349
H -3.031 -1.741 2.219
H -3.635 -0.170 2.900
H -1.770 0.214 1.312
H -1.420 0.832 2.923
H -0.518 -1.891 2.333
H 0.923 0.131 3.978
H -0.509 -0.786 4.425
H 2.333 -1.758 4.106
H 0.983 -2.391 5.085
H 1.540 -4.923 2.647
H 2.815 -3.959 3.501
H 1.460 -4.654 4.420
H 1.174 -1.730 1.128
H 2.005 0.489 2.633
H 3.136 2.641 2.308
H 4.307 5.295 -1.313
H 3.722 3.800 -2.155
H 1.803 5.628 -0.198
H 1.410 7.535 1.366
H 2.803 7.739 3.441
H 4.747 6.208 3.761
H 5.051 4.247 2.244
H 2.707 2.098 -1.978
H 1.399 0.107 -1.583
H 0.218 -3.381 0.067
H -1.065 -4.318 -1.801
H -2.272 -4.911 -3.290
H -3.476 -4.421 -4.550
H -2.475 -0.866 -5.528
H -4.488 0.212 -6.533
H -6.754 -0.253 -5.612
H -7.002 -1.896 -3.736
H -4.994 -3.033 -2.809
H -2.239 -0.317 -2.925
H -0.861 0.584 -1.133

Properties
E	-61774.693	eV
Kohn-Sham gap	8.55	eV
lowest unoccupied orbital energy	-0.0660	hartree
ΔE to the lowest compared entry with this formula, charge and spin	0.00	kJ/mol
highest occupied orbital energy	-10.34	eV
SMILES string	COCC[NH+](CCOC)C(c1ccc(N(CC(F)(F)F)c2ccccc2)cc1)c1ccc(N(CC(F)(F)F)c2ccccc2)cc1
charge	+1

---

A structure of composition C35H38N4Pt. Source: OMol25; level of theory: wB97M-V/def2-TZVPD.

Element x y z (Å)
Pt -0.120 0.354 -0.235
N 1.052 -2.870 2.704
N 0.773 -2.206 -1.106
C 1.308 1.982 -0.157
C 2.483 1.204 0.241
C 2.330 0.829 1.590
C 3.214 -0.081 2.366
H 4.100 -0.356 1.781
H 2.683 -1.009 2.648
H 3.557 0.404 3.291
C 1.147 1.393 2.114
C 0.709 1.324 3.525
H 1.308 1.993 4.165
H 0.822 0.308 3.931
H -0.343 1.614 3.634
C 0.461 2.094 1.056
C -0.637 3.077 1.227
H -1.430 2.667 1.866
H -1.077 3.336 0.260
H -0.276 4.003 1.697
C 3.623 0.898 -0.648
H 4.484 1.557 -0.446
H 3.349 1.035 -1.703
H 3.968 -0.139 -0.519
C 1.217 2.895 -1.329
H 0.176 3.187 -1.502
H 1.569 2.384 -2.232
H 1.817 3.806 -1.190
C 0.366 -3.431 3.691
H 0.819 -3.406 4.689
C -0.890 -4.047 3.534
H -1.388 -4.480 4.399
C -1.476 -4.060 2.268
H -2.460 -4.502 2.103
C -0.782 -3.505 1.212
H -1.154 -3.471 0.192
C 0.516 -2.941 1.437
C 1.294 -2.387 0.434
H 2.367 -2.227 0.534
C 0.138 -1.092 -1.494
C 1.048 -3.022 -2.197
H 1.512 -3.973 -2.055
C 0.701 -2.343 -3.296
H 0.802 -2.589 -4.333
N 0.191 -1.105 -2.876
C 0.039 0.043 -3.701
C 1.104 0.415 -4.545
C 0.939 1.539 -5.360
H 1.746 1.818 -6.046
C -0.226 2.307 -5.313
C -0.425 3.460 -6.249
H -0.964 4.274 -5.751
H -1.015 3.160 -7.127
H 0.540 3.834 -6.607
C -1.229 1.963 -4.401
H -2.131 2.579 -4.326
C -1.125 0.817 -3.609
C -2.243 0.451 -2.690
H -2.456 -0.621 -2.676
H -3.144 0.987 -3.013
H -2.047 0.774 -1.646
C 2.407 -0.316 -4.552
H 2.336 -1.301 -5.030
H 2.837 -0.443 -3.549
H 3.128 0.271 -5.138
N -1.315 -0.254 1.216
C -1.905 -0.391 2.221
C -2.657 -0.588 3.414
C -4.048 -0.356 3.413
C -4.781 -0.501 4.590
C -4.143 -0.902 5.771
C -2.766 -1.151 5.778
C -2.022 -0.976 4.611
H -4.523 -0.054 2.477
H -5.854 -0.297 4.585
H -4.719 -1.019 6.691
H -2.262 -1.477 6.690
H -0.944 -1.150 4.603

Properties
E	-46114.721	eV
Kohn-Sham gap (spin up / spin down)	2.43 / 4.14	eV
lowest unoccupied orbital energy (spin up / spin down)	0.1516 / 0.1514	hartree
ΔE to the lowest compared entry with this formula, charge and spin	24.14	kJ/mol
highest occupied orbital energy (spin up / spin down)	1.69 / -0.02	eV
⟨S²⟩	2.05
charge	-2
spin multiplicity	3

---

A structure of composition C35H39AgBCl2N5O4. Source: OMol25; level of theory: wB97M-V/def2-TZVPD.

Element x y z (Å)
Ag -0.678 1.062 0.207
C 0.641 0.890 3.398
N -0.379 0.349 2.513
C -0.770 -0.845 2.733
C -1.708 -1.523 1.881
C -2.258 -2.806 2.027
C -3.057 -3.002 0.891
C -2.926 -1.829 0.129
N -2.120 -0.936 0.723
C 0.075 1.594 4.616
C 0.768 1.578 5.824
C 0.283 2.242 6.944
C -0.918 2.934 6.875
C -1.623 2.949 5.676
C -1.137 2.285 4.559
H 1.238 1.595 2.818
H 1.341 0.112 3.714
H -0.369 -1.414 3.582
H -2.076 -3.496 2.842
H -3.628 -3.884 0.629
H -3.372 -1.614 -0.837
H 1.703 1.028 5.881
H 0.840 2.210 7.875
H -1.306 3.450 7.747
H -2.567 3.481 5.611
H -1.682 2.290 3.624
Cl 5.343 -5.842 -1.374
C 4.263 -6.073 -0.028
C 4.410 -7.225 0.731
C 3.554 -7.443 1.796
C 2.574 -6.511 2.099
C 2.453 -5.359 1.339
Cl 1.244 -4.208 1.767
C 3.289 -5.107 0.237
N 3.190 -3.934 -0.528
C 1.950 -3.664 -1.129
C 1.116 -4.698 -1.558
C -0.137 -4.420 -2.090
C -0.566 -3.110 -2.202
C 0.288 -2.079 -1.820
C 1.556 -2.325 -1.311
C 2.477 -1.175 -0.968
C 2.789 -1.040 0.550
O 3.686 -1.823 1.007
O 2.121 -0.206 1.178
H 5.186 -7.934 0.473
H 3.652 -8.340 2.397
H 1.900 -6.653 2.935
H 3.562 -3.095 0.009
H 1.440 -5.727 -1.438
H -0.785 -5.237 -2.387
H -1.563 -2.882 -2.561
H -0.042 -1.047 -1.880
H 2.018 -0.248 -1.302
H 3.424 -1.314 -1.502
C -4.200 5.718 0.758
N -3.633 4.474 0.274
C -3.597 4.294 -1.178
C -2.604 3.954 0.958
N -1.721 3.416 1.466
H -5.229 5.802 0.406
H -3.640 6.592 0.402
H -4.201 5.721 1.845
H -4.617 4.184 -1.550
H -3.016 3.409 -1.428
H -3.131 5.158 -1.667
C 0.362 0.903 -4.626
C 0.617 2.174 -3.817
C 1.881 2.850 -4.326
O 0.830 1.786 -2.458
B -0.347 1.930 -1.697
O -1.264 2.645 -2.517
C -0.630 3.097 -3.719
C -1.621 2.965 -4.865
C -0.271 4.569 -3.526
H 1.215 0.233 -4.499
H 0.231 1.112 -5.693
H -0.520 0.379 -4.253
H 2.698 2.126 -4.307
H 2.162 3.692 -3.693
H 1.758 3.202 -5.357
H -2.001 1.947 -4.939
H -1.165 3.242 -5.821
H -2.469 3.632 -4.685
H 0.384 4.689 -2.661
H -1.188 5.133 -3.337
H 0.219 4.993 -4.408

Properties
E	-82292.068	eV
Kohn-Sham gap	5.46	eV
lowest unoccupied orbital energy	0.1477	hartree
ΔE to the lowest compared entry with this formula, charge and spin	38.29	kJ/mol
highest occupied orbital energy	-1.44	eV
charge	-2

---

Largest force on an atom? In order: 0.8 2.7 2.6 3.5 0.5 eV Å⁻¹.